Run w
Density functional theory data (ωB97M-V with the def2-TZVPD basis set) for 12 unconnected molecules or ions with the total composition C16H56N12O12.

LUMO level: -0.625 eV
Frontier orbital gap: 7.8 eV
E_HOMO: -8.4 eV
SMILES: NC(N)=O.NC(N)=O.NC(N)=O.NC(N)=O.NC(N)=O.NC(N)=O.CCO.CCO.CCO.CCO.CO.CO

XYZ file:
```
96
C16H56N12O12 ωB97M-V with the def2-TZVPD basis set
N 1.443 0.983 20.809
C 2.435 1.287 20.013
N 2.651 0.227 19.257
O 2.962 2.551 19.860
H 1.264 1.626 21.586
H 0.973 0.048 20.855
H 3.482 0.429 18.699
H 2.535 -0.751 19.484
N -0.569 1.093 18.718
C -0.500 0.318 17.660
N 0.662 -0.191 17.662
O -1.522 0.208 16.698
H -1.361 1.739 18.806
H 0.277 1.164 19.373
H 1.011 -0.495 16.672
H 1.401 0.029 18.367
N -0.237 1.240 23.741
C 0.226 0.329 24.555
N 1.082 0.855 25.418
O 0.123 -1.030 24.559
H -0.963 0.953 23.113
H 0.288 2.085 23.428
H 1.309 0.292 26.229
H 1.035 1.884 25.495
N -4.175 3.942 20.268
C -3.968 2.760 19.828
N -4.999 1.952 19.935
O -2.782 2.490 19.194
H -3.439 4.559 20.112
H -4.948 4.231 20.953
H -4.927 0.920 19.586
H -5.625 2.093 20.726
N 0.330 9.051 20.988
C -0.107 8.346 21.970
N -0.994 7.568 21.609
O 0.319 8.465 23.268
H 0.824 9.843 21.364
H -0.069 8.995 20.067
H -1.573 7.134 22.323
H -1.444 7.639 20.666
N 3.919 4.954 23.364
C 3.166 5.821 23.951
N 2.584 6.668 23.161
O 2.955 5.664 25.330
H 4.329 4.182 23.909
H 4.033 4.850 22.387
H 1.744 7.110 23.497
H 2.647 6.741 22.148
C -0.871 3.385 26.400
C -0.162 4.386 25.453
O 1.130 3.914 25.449
H -1.869 3.629 26.461
H -0.446 3.438 27.375
H -0.945 2.439 25.890
H -0.009 5.341 25.752
H -0.543 4.386 24.428
H 1.709 4.655 25.557
C -0.669 3.649 21.509
C 0.749 4.089 21.818
O 1.423 3.146 22.495
H -1.276 4.542 21.175
H -1.186 3.040 22.237
H -0.609 2.927 20.591
H 0.632 5.005 22.359
H 1.298 4.307 20.848
H 2.156 3.592 22.975
C -3.815 3.991 24.054
C -3.904 2.601 23.524
O -2.999 1.821 24.388
H -4.180 4.088 25.029
H -4.344 4.789 23.461
H -2.789 4.295 24.161
H -3.659 2.516 22.457
H -4.800 2.014 23.579
H -2.158 2.260 24.380
C 0.071 4.407 17.968
C 0.844 3.492 16.921
O 1.437 4.433 16.046
H -0.491 3.791 18.675
H -0.586 5.178 17.568
H 0.786 4.907 18.543
H 0.061 2.877 16.406
H 1.565 2.812 17.421
H 2.206 4.900 16.426
C 5.604 4.020 21.014
O 4.321 4.725 20.761
H 5.560 2.946 21.465
H 6.380 4.613 21.495
H 6.011 3.964 20.064
H 3.762 4.109 20.215
C 2.452 6.766 19.326
O 2.651 7.645 20.448
H 2.195 5.819 19.707
H 3.351 6.775 18.761
H 1.711 7.052 18.606
H 1.841 8.160 20.495
```


Run x
Density functional theory data (ωB97M-V with the def2-TZVPD basis set) for 12 unconnected molecules or ions with the total composition C16H56N12O12.

LUMO level: 0.149 eV
Frontier orbital gap: 8.9 eV
E_HOMO: -8.7 eV
SMILES: NC(N)=O.NC(N)=O.NC(N)=O.NC(N)=O.NC(N)=O.NC(N)=O.CCO.CCO.CCO.CCO.CO.CO

XYZ file:
```
96
C16H56N12O12 ωB97M-V with the def2-TZVPD basis set
N 2.789 19.652 5.186
C 3.496 18.836 4.564
N 3.342 18.875 3.318
O 4.482 18.107 5.238
H 2.962 19.800 6.234
H 1.907 20.076 4.788
H 3.868 18.241 2.709
H 2.668 19.507 2.805
N 1.710 16.746 3.302
C 0.425 16.902 3.253
N -0.147 15.757 3.647
O -0.231 18.079 2.860
H 2.212 17.590 3.012
H 2.166 16.115 3.936
H -1.167 15.794 3.548
H 0.340 14.837 3.667
N 0.111 20.015 1.001
C 1.337 20.529 0.936
N 1.876 20.673 2.085
O 1.947 20.904 -0.220
H -0.579 19.930 0.226
H -0.218 19.540 1.798
H 2.784 21.184 2.094
H 1.303 20.861 2.933
N -4.354 20.610 4.629
C -3.362 20.877 5.389
N -3.698 21.851 6.129
O -2.160 20.236 5.479
H -4.261 19.857 3.951
H -5.197 21.128 4.451
H -2.949 22.219 6.780
H -4.620 22.376 6.135
N -1.708 25.033 5.857
C -2.150 24.499 6.895
N -1.441 23.513 7.338
O -3.358 24.965 7.441
H -2.266 25.737 5.358
H -0.799 24.800 5.429
H -1.860 22.959 8.097
H -0.453 23.315 7.219
N 2.938 21.839 7.224
C 2.245 20.965 7.844
N 2.898 19.820 7.855
O 0.972 21.143 8.415
H 2.390 22.658 7.029
H 3.755 21.697 6.611
H 2.524 18.908 8.236
H 3.962 19.858 7.874
C 2.983 24.795 5.935
C 1.721 25.133 6.678
O 1.327 23.910 7.185
H 3.333 25.807 5.585
H 2.738 24.107 5.120
H 3.738 24.367 6.561
H 0.920 25.546 6.098
H 1.847 25.831 7.485
H 1.435 23.974 8.159
C 2.803 23.885 0.985
C 3.522 25.134 1.461
O 2.579 25.863 2.249
H 2.373 23.412 1.877
H 3.458 23.183 0.513
H 2.003 24.113 0.311
H 3.898 25.725 0.556
H 4.407 24.783 2.031
H 2.852 26.784 2.329
C -2.405 22.171 2.262
C -3.279 21.111 1.667
O -3.699 21.623 0.436
H -1.552 22.361 1.694
H -2.007 21.881 3.185
H -2.950 23.137 2.304
H -4.192 20.927 2.167
H -2.711 20.200 1.556
H -2.900 21.638 -0.127
C -0.997 25.430 1.481
C -0.545 24.603 2.727
O 0.262 25.406 3.615
H -1.576 24.889 0.798
H -0.080 25.706 0.930
H -1.585 26.278 1.815
H 0.043 23.668 2.525
H -1.420 24.301 3.304
H 1.119 25.465 3.188
C 0.407 21.981 4.824
O 0.333 20.689 4.382
H 0.778 21.799 5.873
H -0.527 22.564 4.979
H 1.034 22.681 4.269
H -0.406 20.281 4.869
C 0.033 18.095 6.592
O -0.886 17.602 7.501
H -0.414 18.253 5.668
H 0.968 17.479 6.566
H 0.403 19.095 6.888
H -1.787 17.979 7.405
```


Which structure is most stable? run x, by 0.0320 hartree over the runner-up.


Run w
Density functional theory data (ωB97M-V with the def2-TZVPD basis set) for 2 unconnected molecules or ions with the total composition C3H8OS.

LUMO level (alpha / beta): -0.795 / -0.805 eV
Frontier orbital gap (alpha / beta): 7.3 / 7.2 eV
E_HOMO (alpha / beta): -8.1 / -8.0 eV

XYZ file:
```
13
C3H8OS ωB97M-V with the def2-TZVPD basis set
C 0.526 -0.329 1.270
C 0.515 -0.504 -1.200
C -0.255 -0.296 0.067
O -0.036 2.167 0.480
S -1.959 -0.513 0.000
H 0.905 -1.371 1.484
H 1.313 0.295 1.315
H -0.228 0.020 2.010
H 1.054 0.522 -1.447
H -0.195 -0.818 -2.088
H 1.326 -1.149 -0.954
H -1.003 2.307 0.407
H -1.963 -0.331 -1.343
```


Run x
Density functional theory data (ωB97M-V with the def2-TZVPD basis set) for 2 unconnected molecules or ions with the total composition C3H8OS.

LUMO level: 0.824 eV
Frontier orbital gap: 9.8 eV
E_HOMO: -9.0 eV
SMILES: CC=O.CS

XYZ file:
```
13
C3H8OS ωB97M-V with the def2-TZVPD basis set
C 0.464 -2.432 0.688
C 0.356 -1.860 -0.832
O -0.759 -1.387 -1.193
H -0.480 -2.171 1.211
H 0.473 -3.478 0.489
H 1.421 -2.074 0.920
H 1.228 -2.195 -1.557
C -1.160 1.613 0.691
S 0.603 1.932 0.259
H -1.458 0.472 0.506
H -1.764 2.132 0.022
H -1.481 1.739 1.660
H 0.526 1.819 -1.126
```


Run y
Density functional theory data (ωB97M-V with the def2-TZVPD basis set) for 2 unconnected molecules or ions with the total composition C3H8OS.

LUMO level: 0.873 eV
Frontier orbital gap: 9.7 eV
E_HOMO: -8.9 eV
SMILES: C=O.CCS

XYZ file:
```
13
C3H8OS ωB97M-V with the def2-TZVPD basis set
C 4.078 2.126 -1.300
O 2.983 1.881 -0.890
H 4.320 2.609 -2.257
H 4.969 1.758 -0.739
C -1.630 -2.006 0.443
C -2.244 -0.630 0.813
S -1.971 0.871 -0.187
H -2.222 -2.797 0.892
H -0.593 -1.896 0.749
H -1.729 -2.094 -0.637
H -3.317 -0.714 1.000
H -1.888 -0.274 1.784
H -0.756 1.165 0.328
```


Which structure is most stable? run y, by 0.0184 hartree over the runner-up.


Run w
Density functional theory data (ωB97M-V with the def2-TZVPD basis set) for 2 unconnected molecules or ions with the total composition C3H8OS.

LUMO level: 0.695 eV
Frontier orbital gap: 9.9 eV
E_HOMO: -9.2 eV
SMILES: C=O.CCS

XYZ file:
```
13
C3H8OS ωB97M-V with the def2-TZVPD basis set
C 2.655 1.041 -0.359
O 2.961 2.194 -0.479
H 2.624 0.356 -1.219
H 2.389 0.612 0.626
C -0.680 -1.374 0.425
C -1.321 -0.205 -0.329
S -1.298 1.341 0.628
H -1.076 -2.336 0.099
H 0.397 -1.407 0.229
H -0.818 -1.236 1.486
H -2.353 -0.449 -0.586
H -0.859 -0.020 -1.299
H -2.620 1.484 0.777
```


Run x
Density functional theory data (ωB97M-V with the def2-TZVPD basis set) for 2 unconnected molecules or ions with the total composition C3H8OS.

LUMO level: -0.819 eV
Frontier orbital gap: 7.7 eV
E_HOMO: -8.5 eV

XYZ file:
```
13
C3H8OS ωB97M-V with the def2-TZVPD basis set
C 0.074 1.978 -0.345
C 0.523 -0.258 0.768
C 0.082 -1.500 -0.292
H -1.065 2.591 -0.303
H 0.904 2.939 -0.110
H 0.191 1.480 -1.261
H 0.310 -0.933 1.539
H 1.695 -0.174 0.995
H -0.051 -1.089 -1.236
H 0.894 -2.050 -0.320
H -2.052 -1.729 -0.707
O -0.983 -2.378 0.207
S -0.523 1.123 1.067
```


Which structure is most stable? run w, by 0.1996 hartree over the runner-up.


Run w
Density functional theory data (ωB97M-V with the def2-TZVPD basis set) for 2 unconnected molecules or ions with the total composition C3H8OS.

LUMO level: 0.115 eV
Frontier orbital gap: 7.6 eV
E_HOMO: -7.5 eV
SMILES: C=CO.CS

XYZ file:
```
13
C3H8OS ωB97M-V with the def2-TZVPD basis set
C 1.998 3.955 2.055
C 2.535 3.762 0.866
O 2.536 2.522 0.282
H 2.823 3.689 2.702
H 0.957 3.874 2.456
H 3.257 4.368 0.240
H 2.138 1.894 0.883
C -3.072 -4.317 -1.550
S -2.133 -2.734 -1.112
H -3.706 -4.447 -0.716
H -2.225 -5.126 -1.571
H -3.821 -4.379 -2.422
H -1.288 -3.061 -2.113
```


Run x
Density functional theory data (ωB97M-V with the def2-TZVPD basis set) for 2 unconnected molecules or ions with the total composition C3H8OS.

LUMO level: 0.629 eV
Frontier orbital gap: 10.4 eV
E_HOMO: -9.7 eV
SMILES: C=CCO.S

XYZ file:
```
13
C3H8OS ωB97M-V with the def2-TZVPD basis set
C -0.073 -1.516 -0.014
C -0.010 -0.225 -0.409
C -1.228 0.619 -0.605
O -1.826 0.519 -1.855
H -0.990 -2.045 -0.172
H 0.920 -1.958 0.189
H 0.857 0.349 -0.408
H -0.901 1.745 -0.716
H -1.924 0.541 0.179
H -1.214 0.715 -2.585
S 2.791 1.845 -0.721
H 2.587 0.867 0.284
H 2.646 0.562 -1.276
```


Run y
Density functional theory data (ωB97M-V with the def2-TZVPD basis set) for 2 unconnected molecules or ions with the total composition C3H8OS.

LUMO level (alpha / beta): -0.311 / -0.887 eV
Frontier orbital gap (alpha / beta): 8.9 / 7.1 eV
E_HOMO (alpha / beta): -9.2 / -8.0 eV

XYZ file:
```
13
C3H8OS ωB97M-V with the def2-TZVPD basis set
C -0.122 -1.273 0.819
C -0.262 1.251 -0.073
C 0.329 -0.125 0.023
O -1.589 1.059 -0.224
S 1.890 -0.384 -0.624
H -1.171 -1.298 0.993
H 0.353 -2.044 0.257
H 0.294 -1.261 1.903
H 0.086 1.954 -0.907
H -0.214 1.902 0.819
H -0.314 -0.975 -2.048
H -1.763 0.629 -1.069
H 2.483 0.564 0.130
```


Which structure is most stable? run x, by 0.0772 hartree over the runner-up.